Density functional theory data (ωB97M-V with the def2-TZVPD basis set) for a molecular structure, C41H62BrN2O5Se2Si4SnTe at a distorted geometry.

XYZ file:
```
119
C41H62BrN2O5Se2Si4SnTe (ωB97M-V with the def2-TZVPD basis set)
H 1.19 3.86 4.41
H 3.80 4.68 1.57
C -0.67 -1.83 -5.33
H 1.80 -5.11 2.90
H -6.43 -4.96 0.88
H -4.94 -1.92 0.14
H 3.88 -0.40 -4.47
H -1.73 5.88 -2.35
C -4.46 -4.60 1.77
N -2.46 -1.43 1.77
C -0.53 7.26 1.43
Si 0.64 4.27 0.05
H 2.12 0.61 -3.61
C -3.11 -4.51 3.78
C -3.35 -0.41 1.59
H 0.11 -4.88 2.98
C 5.91 -1.40 -2.58
H 4.37 -4.09 2.11
H -1.33 7.99 1.51
H 6.01 -3.85 -0.26
C 3.16 4.52 -2.40
H -6.03 2.39 1.24
N 3.75 -1.84 -1.78
O -1.06 -0.12 -0.14
H 2.45 5.02 -3.08
C -1.11 -4.62 -5.41
C -2.99 -2.72 2.10
H -3.44 -2.66 -0.59
Te -0.08 2.55 -1.72
H -5.07 -5.65 -0.01
Si 2.70 5.08 -0.63
H -1.68 -1.42 1.17
H 0.34 7.90 1.19
C 6.43 -2.41 -1.78
H 7.50 -2.63 -1.84
C -0.11 -5.25 0.23
C -2.53 -3.38 3.24
C -5.51 0.48 2.23
C 3.98 0.02 -3.47
C -4.36 -2.83 0.00
H -1.37 -5.63 -5.47
H 4.29 3.44 0.39
Si -0.96 5.97 0.05
Br -2.16 -4.51 -8.06
H -0.12 6.54 -2.23
C -3.09 0.71 0.77
H -0.29 -4.63 -3.42
H -0.42 6.82 2.43
H 2.71 3.86 3.36
H -4.64 -5.99 3.41
C -4.13 -5.10 3.02
O -1.66 1.96 -0.62
C 5.59 -3.10 -0.93
H 5.01 5.08 0.30
O 0.74 -2.57 -2.08
H 4.63 0.91 -3.50
C -4.50 -0.42 2.40
H -3.91 2.43 -0.05
C -3.90 -3.40 1.30
H 3.44 -3.16 -0.32
C -1.34 -3.78 -6.52
C -0.89 2.40 2.62
H -5.63 -6.37 1.46
H 0.52 -2.48 3.99
H 3.84 -4.43 3.79
C -0.34 -2.67 -4.28
C 4.07 4.51 0.50
H 3.49 7.25 -1.32
H -0.04 -5.12 -0.87
C -1.13 6.57 -1.74
H -1.58 2.40 1.71
C 1.03 -4.34 2.81
H 2.17 1.01 2.47
H -3.34 6.10 0.66
H -1.33 2.99 3.44
C 1.80 1.59 1.59
C 1.38 -3.20 3.77
H 5.09 -3.18 3.38
Si 0.80 3.05 2.06
C -1.16 -2.39 -6.53
H 2.46 7.44 0.23
C 4.26 -2.76 -0.94
H -6.39 0.38 2.84
Sn 1.61 -0.62 -1.21
H -2.80 -4.84 4.74
H -1.83 -2.83 3.79
H -1.50 7.63 -1.88
O 2.73 0.52 -2.92
H -0.50 -0.78 -5.34
H 1.28 0.95 0.87
H 0.43 -6.17 0.45
H -4.47 -1.06 3.26
H 1.58 -3.68 4.66
C -0.56 -4.04 -4.28
H 4.09 4.97 -2.65
H -0.85 1.41 2.98
C 1.65 4.05 3.40
Se 2.96 -2.16 3.12
H -1.11 -5.38 0.58
C -4.14 1.59 0.59
Se 0.82 -3.77 1.01
H 6.67 -0.88 -3.15
H 3.13 3.44 -2.67
C -2.67 5.23 0.46
C -5.47 -5.43 0.99
H -2.69 4.60 1.35
C -1.86 0.80 -0.04
C 4.20 -3.65 3.10
H -4.97 -3.48 -0.58
C -5.33 1.53 1.28
H -1.24 -1.77 -7.41
O 0.53 -0.71 -3.13
C 2.57 6.93 -0.76
C 0.34 -1.96 -3.10
C 4.56 -1.05 -2.57
H 1.38 5.03 3.18
H 2.66 1.88 0.97
H 1.77 7.26 -1.45
H -3.08 4.66 -0.38
```

Properties
Electronic energy (Eh): -11102.30651
Kohn-Sham gap (eV): 7.12
Total charge: +1
Relative energy (zero: lowest compared OMol25 entry of this formula, charge and spin) (kJ/mol): 180.1

Results of the Löwdin charge analysis, in e, for atoms 1 through 4: 0.06 0.03 -0.01 0.06

---

Density functional theory data (ωB97M-V with the def2-TZVPD basis set) for a molecular structure, C41H63AsFN3O4STa at a distorted geometry.

XYZ file:
```
115
C41H63AsFN3O4STa (ωB97M-V with the def2-TZVPD basis set)
H -2.74 0.32 4.62
C -2.16 -1.74 -0.48
H -5.68 2.60 3.00
H 4.16 -1.83 -5.39
C -1.15 -1.08 -1.18
O 2.30 0.54 3.04
H -2.45 4.27 -1.13
H -5.24 0.20 4.88
C -2.74 1.40 4.58
H 0.51 -1.02 5.39
C 0.64 5.44 -2.23
H -0.06 1.05 -4.76
H -4.43 -2.07 -2.99
C -3.33 -2.10 -1.14
N 0.10 -0.77 -0.52
C 1.07 4.00 -2.13
H -1.62 1.18 0.21
C 2.14 -1.78 -2.70
H 4.38 -3.17 1.24
H -4.11 -2.63 -0.59
H 1.20 -0.10 -4.24
H -6.12 1.64 5.33
C 4.13 -0.24 -3.24
H -6.69 1.17 3.03
H 2.04 1.02 5.06
C 3.19 -1.39 -3.55
C 1.55 0.46 4.26
H 1.34 6.00 -2.87
H -1.80 3.79 1.02
C -4.02 1.96 5.17
C 0.74 -3.07 3.63
O 1.06 -2.91 1.23
C 1.79 1.31 -1.91
S -1.33 -0.40 2.47
C -1.33 -0.78 -2.52
H 4.06 -1.65 3.75
C -2.04 1.19 2.16
C -4.50 1.46 -1.17
C -5.68 1.53 3.23
N -2.59 1.84 3.17
H -2.63 -0.88 -4.22
H 4.05 0.69 4.14
H -0.54 -0.30 -3.06
H 5.01 -0.30 -3.88
C 3.36 -2.12 -4.71
H -5.01 1.02 2.53
H 5.15 -1.05 2.50
H -2.03 -2.01 0.55
H 0.25 3.45 -4.03
C 1.88 3.56 -1.09
H 2.25 4.29 -0.36
C 2.28 2.24 -0.98
C -2.50 -1.12 -3.17
H -2.99 2.74 2.96
H 0.73 -4.61 -1.75
H -4.14 3.15 -2.45
H 3.79 -4.28 -6.44
C 0.95 0.95 -4.35
As 1.85 -0.52 -1.29
H 4.47 -0.28 -2.21
C 0.45 -3.57 -1.91
H -0.57 -3.58 -2.30
H -0.73 -3.26 2.09
H 4.11 2.66 0.03
Ta 0.92 -0.47 1.17
C 2.32 -3.49 0.88
H -4.81 3.58 -0.89
H 3.45 -3.42 2.72
C -5.31 1.28 4.70
O 3.24 -1.55 1.87
H 2.11 -4.82 -6.40
O 0.98 -1.68 3.47
H -4.52 1.19 -0.11
H 0.63 5.93 -1.26
C 4.12 -1.03 2.86
C -2.69 3.24 -0.89
H 2.89 1.99 1.09
H 1.63 1.35 -5.10
H -3.80 0.78 -1.68
C 3.72 0.39 3.15
C 0.30 -3.55 2.27
H 1.05 -4.53 -4.28
C 2.76 -3.95 -6.33
C 1.13 1.76 -3.08
H 2.49 -3.23 -0.16
H -1.95 2.61 -1.41
H -3.94 1.85 6.26
H -3.49 3.23 1.11
C 3.43 -2.96 1.73
H 0.43 -3.07 -0.95
C -3.51 -1.79 -2.48
H 0.60 0.93 4.04
H 1.65 -3.55 3.99
H 2.54 -3.29 -7.17
H 0.38 -4.63 2.19
H 3.78 0.95 -0.06
H -4.08 3.04 4.97
H 2.21 -1.43 5.10
H 3.66 0.73 -3.41
C 1.32 -0.97 4.66
H 4.15 1.06 2.42
C 2.56 -3.22 -5.03
H -0.35 5.53 -2.69
C -4.09 2.92 -1.38
C 3.31 1.92 0.08
C 0.76 3.09 -3.13
C 1.41 -2.95 -2.90
F 0.64 1.38 1.29
H -1.88 1.77 5.14
H 2.27 -4.57 0.97
H -5.49 1.27 -1.57
C 1.63 -3.63 -4.09
C -2.52 3.06 0.62
N -2.04 1.71 0.95
H -0.06 -3.25 4.35
```

Properties
Electronic energy (Eh): -4855.33814
Kohn-Sham gap (eV): 6.23
Total charge: +3
Relative energy (zero: lowest compared OMol25 entry of this formula, charge and spin) (kJ/mol): 47.2

Results of the Löwdin charge analysis, in e, for atoms 1 through 4: 0.09 -0.07 0.08 0.14